# 1
Below is a molecular structure, C41H38N5O2Rb, with properties calculated with ωB97M-V/def2-TZVPD.

- net charge = -2
- total energy (hartree) = -2033.687412
- energy above the lowest of the compared OMol25 structures with the same formula, charge and spin (eV) = 0.000
- HOMO (eV) = -1.70

Positions of all 87 atoms, in Å:
Rb1 0.73 0.81 0.22
C1 1.55 -0.43 5.23
C2 1.39 -1.73 4.50
C3 0.94 -2.86 5.18
C4 0.79 -4.08 4.52
C5 1.06 -4.15 3.17
C6 1.50 -3.04 2.46
C7 1.76 -3.12 0.99
C8 1.71 -1.82 3.14
N1 2.15 -0.71 2.39
C9 3.36 -0.29 2.74
O1 4.11 -0.75 3.63
C10 3.95 0.89 1.94
C11 5.25 1.28 2.25
C12 5.82 2.33 1.56
C13 5.09 2.96 0.57
C14 3.81 2.50 0.28
N2 3.25 1.49 0.98
C15 3.07 3.20 -0.89
O2 3.58 4.27 -1.27
N3 2.04 2.53 -1.38
C16 1.32 3.07 -2.46
C17 1.15 2.24 -3.58
C18 1.76 0.87 -3.59
C19 0.42 2.69 -4.67
C20 -0.18 3.94 -4.65
C21 -0.08 4.72 -3.51
C22 0.65 4.30 -2.41
C23 0.65 5.12 -1.15
H1 1.05 -0.46 6.20
H2 1.13 0.39 4.64
H3 2.61 -0.20 5.37
H4 0.70 -2.78 6.23
H5 0.45 -4.95 5.06
H6 0.92 -5.08 2.63
H7 1.58 -4.13 0.62
H8 2.78 -2.82 0.74
H9 1.09 -2.45 0.44
H10 5.76 0.73 3.04
H11 6.83 2.66 1.80
H12 5.46 3.79 -0.01
H13 2.84 0.90 -3.49
H14 1.50 0.34 -4.51
H15 1.40 0.26 -2.75
H16 0.31 2.04 -5.53
H17 -0.76 4.28 -5.50
H18 -0.61 5.67 -3.46
H19 -0.12 5.90 -1.21
H20 1.62 5.56 -0.96
H21 0.41 4.49 -0.29
C24 -3.24 4.05 -1.82
C25 -2.80 3.59 -0.58
C26 -2.36 2.29 -0.41
C27 -2.31 1.36 -1.47
C28 -2.74 1.86 -2.73
C29 -3.18 3.16 -2.89
N4 -1.79 0.12 -1.23
C30 -2.14 -0.95 -2.00
C31 -3.38 -1.13 -2.65
C32 -3.72 -2.32 -3.26
C33 -2.84 -3.40 -3.29
C34 -1.61 -3.24 -2.66
C35 -1.27 -2.06 -2.04
H22 -3.58 5.06 -1.96
H23 -2.81 4.26 0.28
H24 -2.05 1.96 0.57
H25 -2.66 1.22 -3.60
H26 -3.46 3.49 -3.88
H27 -4.11 -0.32 -2.62
H28 -4.70 -2.40 -3.73
H29 -3.12 -4.33 -3.76
H30 -0.90 -4.07 -2.64
H31 -0.30 -1.97 -1.55
N5 -1.70 -1.29 1.58
C36 -2.35 -2.51 1.69
C37 -3.30 -2.90 0.75
C38 -3.95 -4.12 0.89
C39 -3.68 -4.96 1.97
C40 -2.73 -4.56 2.90
C41 -2.07 -3.35 2.77
H32 -0.82 -1.23 2.08
H33 -1.72 -0.83 0.67
H34 -3.51 -2.27 -0.10
H35 -4.67 -4.41 0.14
H36 -4.18 -5.91 2.06
H37 -2.49 -5.20 3.74
H38 -1.33 -3.05 3.50

---

# 2
Below is a molecular structure, C28H24CdN3OS2, with properties calculated with ωB97M-V/def2-TZVPD.

- net charge = -1
- total energy (hartree) = -2285.081415
- HOMO (eV) = -4.38

Positions of all 59 atoms, in Å:
Cd1 -0.73 -0.02 -1.51
C1 1.65 -2.81 -1.61
C2 1.66 -1.54 -0.81
N1 1.68 -0.42 -1.46
N2 1.93 0.69 -0.72
C3 1.40 1.81 -1.05
S1 0.27 2.12 -2.31
S2 1.83 3.22 -0.08
C4 2.25 2.46 1.55
C5 3.71 2.47 1.84
C6 4.29 3.55 2.51
C7 5.64 3.54 2.81
C8 6.43 2.46 2.44
C9 5.86 1.41 1.74
C10 4.52 1.41 1.44
C11 1.60 -1.59 0.65
C12 2.50 -2.35 1.38
C13 2.46 -2.38 2.76
C14 1.48 -1.65 3.41
C15 0.55 -0.92 2.71
C16 0.56 -0.84 1.30
O1 -0.33 -0.16 0.67
H1 2.39 -2.76 -2.40
H2 1.86 -3.67 -0.96
H3 0.67 -2.97 -2.07
H4 1.70 3.06 2.28
H5 1.85 1.45 1.52
H6 3.68 4.39 2.80
H7 6.08 4.37 3.35
H8 7.48 2.44 2.71
H9 6.48 0.57 1.44
H10 4.07 0.60 0.89
H11 3.28 -2.90 0.86
H12 3.18 -2.96 3.32
H13 1.43 -1.66 4.49
H14 -0.22 -0.36 3.23
C17 -4.56 -4.06 -2.56
C18 -5.25 -2.90 -2.88
C19 -4.69 -1.66 -2.64
C20 -3.40 -1.53 -2.08
C21 -2.72 -2.72 -1.78
C22 -3.30 -3.96 -2.01
N3 -2.80 -0.32 -1.93
C23 -3.53 0.78 -1.54
C24 -3.19 2.06 -2.02
C25 -3.84 3.19 -1.56
C26 -4.87 3.08 -0.64
C27 -5.24 1.83 -0.18
C28 -4.57 0.69 -0.61
H15 -5.01 -5.03 -2.73
H16 -6.23 -2.97 -3.33
H17 -5.23 -0.76 -2.91
H18 -1.73 -2.65 -1.33
H19 -2.76 -4.86 -1.74
H20 -2.42 2.15 -2.78
H21 -3.54 4.16 -1.93
H22 -5.38 3.97 -0.29
H23 -6.04 1.73 0.53
H24 -4.84 -0.27 -0.21

---

# 3
Below is a molecular structure, C4H10N2S, with properties calculated with ωB97M-V/def2-TZVPD.

- total energy (hartree) = -665.929386
- energy above the lowest of the compared OMol25 structures with the same formula, charge and spin (eV) = 4.723
- HOMO (eV) = -8.41

Positions of all 17 atoms, in Å:
C1 1.65 -0.33 0.55
C2 0.74 0.91 0.63
C3 0.08 -0.44 0.72
C4 -0.77 -0.85 -0.51
H1 2.23 -1.72 -0.75
H2 3.75 -0.91 -0.09
H3 1.85 -0.65 1.54
H4 0.58 1.50 1.48
H5 1.32 1.36 -1.17
H6 0.65 2.92 -0.47
H7 -0.17 -0.98 1.74
H8 -0.98 -1.88 -0.64
H9 -0.45 -0.49 -1.54
H10 -2.87 -0.40 1.17
N1 2.56 -0.74 -0.61
N2 0.57 1.69 -0.49
S1 -2.38 -0.07 -0.12

---

# 4
Below is a molecular structure, C13H17NO3S, with properties calculated with ωB97M-V/def2-TZVPD.

- total energy (hartree) = -1183.730712
- energy above the lowest of the compared OMol25 structures with the same formula, charge and spin (eV) = 15.188
- HOMO (eV) = -9.17

Positions of all 35 atoms, in Å:
C1 2.20 2.87 -1.33
C2 1.58 2.71 -0.33
C3 2.07 2.07 0.87
H1 1.39 2.25 1.74
H2 2.98 2.05 0.91
C4 1.80 0.35 0.86
N1 2.58 -0.19 -0.11
S1 2.84 -1.68 -0.30
O1 3.39 -2.14 -1.47
O2 3.50 -2.03 1.07
O3 1.29 -2.03 -0.13
C5 0.50 -1.61 0.84
H3 -0.34 -2.39 0.81
C6 0.46 -0.10 0.82
H4 -0.13 0.17 1.52
C7 -0.42 0.07 -0.38
C8 -1.75 -0.49 -0.31
C9 -2.72 0.41 0.43
C10 -3.89 0.18 0.45
C11 -4.46 -1.08 0.08
C12 -3.59 -1.92 -0.84
C13 -2.35 -1.43 -0.75
H5 -1.55 -2.03 -1.40
H6 -3.95 -2.80 -1.00
H7 -5.46 -1.26 -0.15
H8 -4.60 0.72 1.05
H9 -2.33 1.22 0.77
H10 0.15 -0.28 -1.36
H11 -0.39 1.13 -0.61
H12 1.18 -1.98 1.94
H13 2.35 0.33 -1.24
H14 2.32 0.03 1.58
H15 0.48 3.20 -0.23
H16 1.75 3.29 -2.29
H17 3.11 2.40 -1.50

---

# 5
Below is a single C23H28N4O3S molecule, with properties calculated with ωB97M-V/def2-TZVPD.

- total energy (hartree) = -1736.108158
- energy above the lowest of the compared OMol25 structures with the same formula, charge and spin (eV) = 3.079
- HOMO (eV) = -8.21

Positions of all 59 atoms, in Å:
C1 1.79 3.31 -1.30
C2 0.71 2.71 -2.16
C3 1.16 2.41 -3.53
N1 1.15 1.30 -4.15
N2 0.69 0.19 -3.54
C4 0.81 -1.04 -4.14
O1 1.27 -1.22 -5.24
C5 0.24 -2.16 -3.26
N3 1.30 -2.93 -2.62
C6 0.81 -4.10 -1.92
C7 0.02 -3.73 -0.64
N4 0.56 -2.53 -0.03
S1 -0.37 -1.14 -0.06
O2 -1.68 -1.46 -0.55
O3 0.36 -0.08 -0.72
C8 -0.49 -0.71 1.67
C9 0.29 0.32 2.17
C10 0.16 0.68 3.50
C11 -0.75 0.03 4.32
C12 -0.89 0.42 5.76
C13 -1.52 -1.00 3.79
C14 -1.39 -1.37 2.47
C15 1.97 -2.31 -0.29
C16 2.26 -2.20 -1.80
C17 -0.53 2.42 -1.76
C18 -1.13 2.56 -0.44
C19 -0.76 3.52 0.50
C20 -1.34 3.54 1.76
C21 -2.30 2.60 2.11
C22 -2.70 1.67 1.17
C23 -2.14 1.66 -0.09
H1 2.77 3.02 -1.68
H2 1.74 4.40 -1.32
H3 1.70 2.97 -0.27
H4 1.61 3.22 -4.09
H5 0.39 0.24 -2.56
H6 -0.50 -1.75 -2.56
H7 -0.27 -2.86 -3.94
H8 0.18 -4.68 -2.59
H9 1.69 -4.70 -1.65
H10 0.08 -4.55 0.09
H11 -1.02 -3.54 -0.87
H12 0.97 0.83 1.51
H13 0.76 1.49 3.90
H14 -0.62 1.46 5.91
H15 -0.23 -0.19 6.38
H16 -1.91 0.26 6.11
H17 -2.23 -1.51 4.43
H18 -2.00 -2.15 2.03
H19 2.51 -3.15 0.16
H20 2.26 -1.40 0.23
H21 2.26 -1.15 -2.10
H22 3.25 -2.61 -2.00
H23 -1.19 1.97 -2.50
H24 -0.05 4.29 0.24
H25 -1.04 4.29 2.47
H26 -2.73 2.61 3.09
H27 -3.47 0.95 1.42
H28 -2.47 0.92 -0.81

---

# 6
Below is 4 unconnected molecules or ions with the total composition C30H47BrClF6N3O15PS, with properties calculated with ωB97M-V/def2-TZVPD.

- net charge = +1
- total energy (hartree) = -6836.648193
- HOMO (eV) = -10.96

Positions of all 105 atoms, in Å:
C1 2.41 4.00 2.25
C2 2.80 4.10 0.66
Br1 2.69 6.10 0.32
C3 1.73 3.45 -0.33
N1 2.00 2.09 -0.95
C4 3.44 1.83 -1.27
F1 3.69 0.71 -2.09
F2 4.24 1.50 -0.10
F3 4.16 2.92 -1.81
C5 1.77 1.09 0.21
C6 0.21 0.71 0.44
C7 0.14 -0.18 1.81
O1 -1.14 -0.05 2.47
C8 -1.05 0.71 3.70
O2 -1.22 2.12 3.32
C9 -2.64 2.36 3.08
C10 -2.76 3.82 2.40
O3 -3.29 3.63 1.05
N2 -0.11 -0.17 -0.71
P1 -1.83 -0.65 -0.74
C11 -2.11 -2.21 0.33
O4 -2.80 0.57 0.02
C12 0.40 0.27 -2.04
F4 -0.83 0.33 -2.84
N3 1.23 -0.79 -2.65
C13 0.69 -1.36 -3.90
O5 1.32 -1.10 -4.97
F5 -0.41 -2.24 -4.03
C14 1.47 -1.95 -1.76
O6 2.62 -2.16 -1.27
F6 0.49 -2.95 -1.43
C15 1.03 1.79 -2.11
Cl1 -0.57 2.77 -1.96
C16 1.56 2.21 -3.56
C17 0.59 2.93 -4.61
C18 -0.49 2.01 -5.38
S1 -2.28 2.48 -4.99
H1 2.80 3.00 2.70
H2 3.00 4.84 2.77
H3 1.28 4.15 2.41
H4 3.90 3.88 0.49
H5 1.66 4.19 -1.22
H6 0.76 3.46 0.31
H7 2.13 1.48 1.22
H8 2.25 0.06 -0.02
H9 -0.47 1.61 0.59
H10 1.01 0.16 2.47
H11 0.31 -1.28 1.52
H12 -1.91 0.45 4.42
H13 -0.08 0.52 4.28
H14 -3.21 2.27 4.09
H15 -3.12 1.60 2.37
H16 -3.51 4.43 3.01
H17 -1.71 4.28 2.37
H18 -4.09 3.05 1.08
H19 -2.68 -1.94 1.31
H20 -2.70 -2.96 -0.31
H21 -1.13 -2.69 0.66
H22 -3.40 0.90 -0.70
H23 1.94 1.24 -4.07
H24 2.49 2.91 -3.56
H25 1.31 3.23 -5.48
H26 0.18 3.97 -4.30
H27 -0.32 0.87 -5.25
H28 -0.41 2.17 -6.53
H29 -2.20 3.69 -4.34
C19 5.20 -4.21 -1.68
C20 5.20 -5.70 -1.40
C21 3.82 -6.29 -1.29
O7 4.07 -7.45 -0.50
C22 5.14 -7.15 0.29
O8 5.49 -7.81 1.22
O9 5.75 -6.00 -0.12
H30 6.22 -3.85 -1.80
H31 4.64 -3.99 -2.59
H32 4.76 -3.65 -0.85
H33 5.80 -6.22 -2.15
H34 3.40 -6.55 -2.26
H35 3.12 -5.65 -0.74
C23 1.37 -4.74 3.23
C24 1.94 -3.45 3.77
C25 2.93 -3.65 4.88
O10 2.87 -2.40 5.55
C26 1.61 -1.92 5.36
O11 1.13 -0.99 5.95
O12 0.95 -2.65 4.40
H36 0.70 -4.54 2.40
H37 2.16 -5.41 2.88
H38 0.78 -5.26 3.99
H39 2.37 -2.87 2.95
H40 3.94 -3.85 4.51
H41 2.64 -4.43 5.59
C27 -8.91 3.11 -0.94
C28 -7.52 2.53 -0.86
C29 -7.37 1.22 -1.59
O13 -6.26 0.64 -0.92
C30 -6.29 1.12 0.36
O14 -5.63 0.69 1.26
O15 -7.18 2.15 0.47
H42 -8.95 4.08 -0.44
H43 -9.22 3.25 -1.98
H44 -9.65 2.47 -0.44
H45 -6.79 3.26 -1.20
H46 -7.17 1.36 -2.65
H47 -8.23 0.56 -1.47

---

# 7
Below is a molecular structure, C11H12N2PYb, with properties calculated with ωB97M-V/def2-TZVPD.

- total energy (hartree) = -2035.673814
- energy above the lowest of the compared OMol25 structures with the same formula, charge and spin (eV) = 2.996
- spin multiplicity = 2
- HOMO (alpha / beta) (eV) = -6.06 / -6.11

Positions of all 27 atoms, in Å:
C1 -0.46 0.59 -2.51
C2 -1.25 1.77 -2.28
C3 -0.37 2.81 -1.87
C4 0.96 2.34 -1.95
C5 0.92 0.95 -2.30
Yb1 0.65 -1.18 0.97
P1 -0.30 -3.72 0.28
H1 -0.81 -0.38 -2.85
H2 -2.33 1.83 -2.35
H3 -0.66 3.80 -1.56
H4 1.77 0.28 -2.49
H5 1.87 2.90 -1.72
H6 0.96 -4.37 -0.16
H7 -1.38 -4.30 -0.48
H8 -0.46 -4.17 1.67
N1 -0.27 -0.04 7.89
C6 -0.06 0.07 6.75
C7 0.17 0.17 5.32
C8 0.85 -0.83 4.66
C9 1.01 -0.76 3.28
N2 0.53 0.28 2.56
C10 -0.14 1.28 3.19
C11 -0.33 1.24 4.58
H9 1.21 -1.71 5.20
H10 1.54 -1.60 2.77
H11 -0.58 2.04 2.57
H12 -0.93 2.00 5.08

---

# 8
Below is 3 unconnected molecules or ions with the total composition C5H12N2O2, with properties calculated with ωB97M-V/def2-TZVPD.

- total energy (hartree) = -457.668218
- energy above the lowest of the compared OMol25 structures with the same formula, charge and spin (eV) = 2.196
- HOMO (eV) = -9.86

Positions of all 21 atoms, in Å:
C1 2.56 0.38 0.70
C2 2.01 -0.51 -0.38
C3 1.45 0.21 -1.57
O1 2.00 -1.72 -0.28
H1 3.56 0.68 0.41
H2 2.62 -0.16 1.65
H3 1.95 1.28 0.81
H4 2.09 1.05 -1.85
H5 1.33 -0.46 -2.41
H6 0.47 0.62 -1.31
N1 -0.83 -2.00 0.41
C4 -0.67 -1.14 1.25
N2 -0.79 -0.39 2.18
H7 -0.13 -2.64 0.08
H8 -0.65 0.60 2.19
C5 -3.10 0.91 -0.18
O2 -1.85 0.63 -0.76
H9 -3.92 0.55 -0.82
H10 -3.19 0.45 0.81
H11 -3.17 1.99 -0.09
H12 -1.75 -0.33 -0.83

---

Calculated max |F| in order - 0.88; 1.14; 6.26; 15.75; 1.13; 6.92; 3.54; 0.90 eV/A